1.
Here is an isolated molecule of C5H9NO2 in a non-equilibrium geometry from the Open Molecules 2025 dataset. Energies are from ωB97M-V/def2-TZVPD.

frontier orbital gap = 10.113 eV
largest force on an atom = 4.9 eV/Å
HOMO level = -9.44 eV
ΔE to the lowest compared entry with this formula, charge and spin = 206.2 kJ/mol
DFT total energy = -10914.439 eV
SMILES string = C=C[C@@](C)(O)C(N)=O
LUMO energy = 0.676 eV
spin multiplicity = 1
net charge = 0
M = 115.1 g mol⁻¹

Last column: natural (NBO) charge in e.
Geometry (Å):
C: -2.01697 -0.52839 0.51433  -0.36
C: -0.95907 0.03873 0.99295  -0.21
C: 0.06442 0.60382 0.17913  0.16
C: -0.25320 0.87343 -1.26575  -0.64
O: 0.44186 1.84985 0.84688  -0.73
C: 1.48027 -0.38677 0.31554  0.68
N: 1.40879 -1.55459 -0.28870  -0.82
O: 2.35849 -0.14069 1.07467  -0.61
H: -2.81899 -1.11831 1.05814  0.20
H: -2.26069 -0.41692 -0.45898  0.17
H: -0.84219 -0.08499 2.02097  0.22
H: 0.64951 1.22973 -1.75818  0.23
H: -0.82874 0.04332 -1.82629  0.21
H: -0.98269 1.56321 -1.13897  0.23
H: 1.28703 1.80197 1.21422  0.49
H: 0.92858 -1.79973 -1.15591  0.40
H: 2.34359 -1.97367 -0.32405  0.39

Atoms 1-6, force components in eV/Å:
C -2.89 -1.78 1.87
C -0.68 -1.41 0.59
C 4.87 0.36 0.78
C 0.60 -2.85 -0.48
O -2.68 -0.20 -1.99
C -4.11 1.98 0.18

---

2.
Here is a cluster of 2 separate species, C5H9NO2 in total in a non-equilibrium geometry from the Open Molecules 2025 dataset. Energies are from ωB97M-V/def2-TZVPD.

frontier orbital gap (spin up / spin down) = 9.343 / 9.342 eV
largest force on an atom = 8.4 eV/Å
HOMO level (spin up / spin down) = -8.62 / -8.62 eV
ΔE to the lowest compared entry with this formula, charge and spin = 756.0 kJ/mol
DFT total energy = -10908.740 eV
SMILES string = C/C=[N+](\[O-])O.C#CC
LUMO energy (spin up / spin down) = 0.719 / 0.719 eV
spin multiplicity = 1
net charge = 0
M = 115.1 g mol⁻¹

Last column: natural (NBO) charge in e.
Geometry (Å):
C: 0.79588 1.74984 0.16236  -0.70
C: -0.57285 1.51271 0.40828  -0.05
N: -0.95923 0.49823 1.20692  0.37
O: -0.22088 -0.21438 1.90531  -0.49
O: -2.41897 0.29472 1.31692  -0.60
H: 1.33216 2.55876 0.69588  0.24
H: 1.41025 0.88821 0.64965  0.25
H: 1.03045 1.70307 -0.84057  0.24
H: -1.48395 2.19178 0.33462  0.23
H: -2.73310 -0.48073 1.95020  0.51
C: -0.53746 -0.83687 -2.18717  -0.27
C: 0.41458 -1.06793 -1.36396  0.00
C: 1.25392 -1.90753 -0.61057  -0.71
H: -1.54828 -0.42912 -2.40493  0.25
H: 1.70011 -2.82069 -1.17159  0.24
H: 0.53314 -2.33341 0.12688  0.26
H: 2.00422 -1.30667 -0.17823  0.23

Atoms 1-6, force components in eV/Å:
C 3.81 -1.49 3.11
C -5.78 -0.96 2.83
N 0.61 0.72 0.35
O -0.78 -0.42 -0.63
O -0.09 -0.76 0.62
H -0.91 0.35 -0.51

---

3.
Here is a cluster of 2 separate species, C5H9NO2 in total in a non-equilibrium geometry from the Open Molecules 2025 dataset. Energies are from ωB97M-V/def2-TZVPD.

frontier orbital gap (spin up / spin down) = 8.010 / 6.984 eV
largest force on an atom = 1.2 eV/Å
HOMO level (spin up / spin down) = -9.60 / -9.06 eV
ΔE to the lowest compared entry with this formula, charge and spin = 445.3 kJ/mol
DFT total energy = -10911.960 eV
LUMO energy (spin up / spin down) = -1.585 / -2.079 eV
spin multiplicity = 1
net charge = 0
M = 115.1 g mol⁻¹

Last column: natural (NBO) charge in e.
Geometry (Å):
C: -1.16408 -2.53053 0.24171  -0.73
C: 1.03032 1.79230 -0.91677  -0.67
N: -0.22595 0.42109 0.76127  -0.39
C: -1.06450 -1.84343 -1.10496  0.77
C: 0.69016 1.31251 0.46169  0.16
C: 1.21940 1.82023 1.64340  -0.25
O: -0.74446 -0.56248 -1.10997  -0.57
O: -1.24581 -2.42245 -2.15920  -0.58
H: -1.01255 0.32231 0.01701  0.42
H: -1.43297 -3.57466 0.09761  0.24
H: -0.20969 -2.46229 0.76686  0.23
H: -1.91172 -2.03489 0.86375  0.23
H: 1.40864 0.95252 -1.50052  0.26
H: 0.13638 2.14563 -1.43150  0.24
H: 1.78873 2.57416 -0.88363  0.22
H: 1.61518 2.82825 1.68994  0.20
H: 1.12294 1.26173 2.56332  0.22

Atoms 1-6, force components in eV/Å:
C 0.02 0.12 -0.06
C -0.21 0.14 0.02
N -1.22 0.14 -0.05
C 0.00 -0.69 -0.09
C 0.25 -0.21 0.10
C 0.34 0.10 -0.09